CClOS | the ωB97M-V functional and the def2-TZVPD basis

XYZ file:
```
4
Properties=species:S:1:pos:R:3:forces:R:3
C 1.7406 0.8369 0.3601 0.2 -0.9 -0.3
O -0.8087 -0.6658 -0.3065 -1.7 -0.2 -0.1
S 1.2122 -0.5161 -0.1323 0.7 1.5 0.6
Cl -2.1441 0.3450 0.0787 0.8 -0.4 -0.1
```
Positions in Å, forces in eV/Å.

Values from the calculation:
Total charge = -1
M = 95.530 g mol⁻¹
E_HOMO = -3.631 eV
Orbital gap = 7.60 eV
ΔE to the lowest compared entry with this formula, charge and spin = 27.3 kcal per mole

C6H14 | the ωB97M-V functional and the def2-TZVPD basis

XYZ file:
```
20
Properties=species:S:1:pos:R:3:forces:R:3
C -0.4280 2.3921 1.0039 0.0 0.1 0.0
C -0.1116 1.4460 -0.1229 -0.2 0.1 -0.1
C 0.0591 0.0439 0.0541 -0.2 0.0 0.0
C -0.4246 -0.5943 1.3286 0.1 0.0 0.0
C 0.0548 -0.8074 -1.2002 0.0 0.1 0.0
C 0.5933 -2.2276 -1.0722 0.0 -0.1 0.0
H 0.3253 2.3593 1.8079 -0.1 0.0 -0.1
H -0.4426 3.4198 0.6298 0.0 -0.1 0.1
H -1.4044 2.2045 1.4718 0.2 0.0 -0.1
H -0.0411 1.8269 -1.1377 0.0 -0.1 0.1
H 1.1198 0.8131 0.1438 0.3 -0.2 0.1
H 1.7471 -0.2027 0.4461 -0.1 0.1 0.0
H 0.0483 -1.5623 1.5005 -0.1 0.1 0.0
H -0.2412 0.0462 2.1929 0.0 -0.1 -0.1
H -1.5109 -0.7278 1.2257 0.1 0.0 0.0
H 0.5954 -0.2650 -1.9835 -0.1 -0.1 0.1
H -0.9994 -0.8281 -1.5138 0.1 0.0 0.0
H -0.0270 -2.8421 -0.4112 0.1 0.1 -0.1
H 0.6033 -2.7104 -2.0544 0.0 0.1 0.1
H 1.6134 -2.2175 -0.6772 -0.1 0.0 -0.1
```
Positions in Å, forces in eV/Å.

Values from the calculation:
M = 86.178 g mol⁻¹
E_HOMO = -6.899 eV
Orbital gap = 8.01 eV
ΔE to the lowest compared entry with this formula, charge and spin = 115.9 kcal per mole

C13H18N2O4 | the ωB97M-V functional and the def2-TZVPD basis

XYZ file:
```
37
Properties=species:S:1:pos:R:3:forces:R:3
C -3.2657 -3.1198 -0.9834 -0.1 0.2 0.0
C -3.4985 -1.7744 -0.3073 0.3 -0.2 0.0
C -2.2928 -1.3382 0.5227 -0.3 0.4 0.2
C -2.5684 -0.0368 1.3010 0.4 -0.5 0.3
O -2.7695 1.0582 0.4140 -0.1 0.1 -0.2
C -1.6887 1.8480 0.1801 -0.4 0.0 -0.2
O -0.6178 1.7310 0.7198 0.4 -0.1 0.3
N -1.9930 2.7699 -0.7577 -0.3 0.1 -0.1
C -1.0720 3.8100 -1.1420 0.1 0.1 0.0
N -1.1402 -1.1733 -0.3368 -0.1 0.1 -0.2
C 0.1120 -1.1351 0.1878 -0.2 -0.3 -0.1
O 0.4055 -1.4852 1.2991 0.1 0.1 0.2
O 0.9869 -0.7313 -0.7686 0.2 0.2 -0.2
C 2.2891 -0.4417 -0.3779 0.3 0.0 0.1
C 3.3303 -1.0017 -1.1029 -0.4 0.0 0.0
C 4.6354 -0.6859 -0.7700 0.1 0.0 0.0
C 4.8970 0.1752 0.2823 0.1 0.0 0.0
C 3.8497 0.7322 0.9969 0.0 0.0 0.0
C 2.5395 0.4319 0.6696 -0.2 0.0 -0.1
H -4.1259 -3.3936 -1.5891 0.0 -0.1 -0.1
H -2.3880 -3.0801 -1.6230 0.1 -0.1 -0.1
H -3.1076 -3.8944 -0.2372 0.0 -0.1 0.0
H -4.3668 -1.8398 0.3500 0.0 0.1 0.0
H -3.7056 -1.0079 -1.0574 -0.1 0.1 0.0
H -2.0315 -2.1091 1.2558 -0.1 0.1 0.0
H -3.4790 -0.1281 1.8958 0.1 0.0 0.0
H -1.7138 0.1802 1.9495 -0.2 0.0 0.0
H -2.9458 2.8141 -1.0810 0.1 -0.1 0.1
H -0.9498 3.8262 -2.2259 0.1 0.0 0.0
H -1.4185 4.7893 -0.8045 0.1 0.0 0.0
H -0.1148 3.5876 -0.6736 0.0 0.1 -0.1
H -1.2802 -0.6933 -1.2129 0.1 0.0 0.0
H 3.1079 -1.6747 -1.9166 0.0 -0.1 -0.1
H 5.4495 -1.1200 -1.3313 0.1 0.0 0.0
H 5.9175 0.4135 0.5434 0.1 0.0 0.0
H 4.0518 1.4084 1.8140 0.0 0.1 0.1
H 1.7111 0.8677 1.2059 -0.1 0.0 0.1
```
Positions in Å, forces in eV/Å.

Values from the calculation:
M = 266.297 g mol⁻¹
SMILES = CC[C@H](COC(=O)NC)NC(=O)Oc1ccccc1
E_HOMO = -8.831 eV
Orbital gap = 9.50 eV
ΔE to the lowest compared entry with this formula, charge and spin = 0.0 kcal per mole

C18H18N4O4S2 | the ωB97M-V functional and the def2-TZVPD basis

XYZ file:
```
46
Properties=species:S:1:pos:R:3:forces:R:3
C -3.8287 -3.5742 4.8924 0.0 0.0 0.0
C -3.1565 -2.6904 3.8944 0.3 0.1 0.0
C -1.8683 -2.1936 4.0985 -0.1 0.0 -0.2
C -1.3469 -1.3921 3.0998 -0.1 -0.2 0.2
N -2.0223 -1.0917 2.0021 -0.1 0.1 0.0
C -3.2468 -1.5965 1.9090 0.8 -0.3 0.9
N -3.9367 -1.2947 0.7740 0.0 0.7 -0.8
S -3.5388 0.0958 -0.1180 -0.4 -0.3 0.0
O -4.5204 0.1238 -1.1612 0.1 -0.3 -0.1
O -3.4435 1.2240 0.7540 0.4 -0.2 0.0
C -1.9486 -0.3184 -0.7919 -0.5 0.2 0.2
C -0.8085 0.2750 -0.2852 0.0 0.1 -0.1
C 0.4243 -0.0532 -0.8133 -0.2 0.0 0.0
C 0.5097 -0.9786 -1.8579 -0.6 0.3 0.4
N 1.7406 -1.2923 -2.4004 0.9 0.1 -0.1
S 3.1111 -0.3174 -2.2918 -0.4 -0.6 -0.4
O 3.4656 -0.1537 -0.9193 -0.3 0.1 0.1
O 4.0502 -0.9351 -3.1770 0.0 0.0 -0.3
C 2.5596 1.2823 -3.0083 0.2 -0.6 0.5
C 3.0358 2.3718 -2.1158 0.1 0.4 0.1
C 4.3982 2.6361 -2.0276 -0.1 0.1 0.0
C 4.8657 3.6037 -1.1581 0.1 0.0 0.0
C 3.9774 4.3157 -0.3681 0.0 0.0 0.0
C 2.6208 4.0544 -0.4489 0.0 0.0 0.1
C 2.1506 3.0825 -1.3154 0.0 0.0 -0.1
C -0.6538 -1.5741 -2.3531 0.2 0.0 0.0
C -1.8828 -1.2439 -1.8144 0.0 0.0 -0.1
N -3.8390 -2.3882 2.7991 -0.4 0.0 -0.3
H -4.8051 -3.8695 4.5210 0.0 0.0 0.0
H -3.2242 -4.4605 5.0758 0.0 -0.1 0.1
H -3.9462 -3.0456 5.8368 0.0 0.0 0.1
H -1.3105 -2.4289 4.9895 0.1 0.0 0.1
H -0.3520 -0.9707 3.1612 0.1 0.0 0.1
H -4.8891 -1.6214 0.7280 -0.1 0.1 -0.2
H -0.9114 0.9799 0.5225 0.1 0.1 0.1
H 1.3307 0.3742 -0.4167 0.0 0.1 0.1
H 1.7567 -1.9341 -3.1762 0.2 0.0 -0.1
H 3.0150 1.3071 -3.9944 0.0 -0.1 -0.1
H 1.4764 1.2461 -3.0807 -0.1 0.0 0.0
H 5.0862 2.0685 -2.6366 0.1 0.0 -0.1
H 5.9251 3.8007 -1.0925 0.1 0.0 0.0
H 4.3434 5.0700 0.3120 0.0 0.1 0.1
H 1.9249 4.6035 0.1673 -0.1 0.1 0.0
H 1.0909 2.8782 -1.3731 -0.1 0.0 0.0
H -0.5837 -2.2943 -3.1546 0.0 -0.1 -0.1
H -2.7954 -1.6804 -2.1869 -0.1 -0.1 -0.1
```
Positions in Å, forces in eV/Å.

Values from the calculation:
M = 418.500 g mol⁻¹
SMILES = Cc1ccnc(NS(=O)(=O)c2ccc(NS(=O)(=O)Cc3ccccc3)cc2)n1
E_HOMO = -8.953 eV
Orbital gap = 9.41 eV
ΔE to the lowest compared entry with this formula, charge and spin = 0.0 kcal per mole